Molecular formula: C40H38EuN4O5Si
Method: DFT, ωB97M-V/def2-TZVPD

ΔE to the lowest compared entry with this formula, charge and spin (kJ/mol): 0.0
Net charge: -1
Expectation value of S²: 12.0196
Spin multiplicity: 7
E_LUMO (spin up / spin down) (hartree): 0.0928 / 0.0929
Calculated total energy (eV): -85506.317
HOMO energy (spin up / spin down) (Eh): -0.1797 / -0.1789

The geometry in XYZ format:
```
89
Properties=species:S:1:pos:R:3:forces:R:3:mulliken_charge:R:1
Eu -0.049986 0.956566 0.334680 0.189 -0.582 0.209 0.50
Si -1.366505 -2.350973 0.665630 -0.048 0.341 0.259 -0.09
O 1.362241 1.278629 -1.625188 -0.127 -0.132 0.308 -0.51
O -3.518318 3.634223 0.812026 0.031 0.007 -0.091 -0.59
O -1.550708 2.598528 1.308963 0.332 -0.210 -0.229 -0.71
O 1.770566 2.281318 -3.606341 -0.010 -0.055 0.061 -0.83
O -5.329300 0.560551 -0.120486 0.223 -0.018 0.012 -0.63
N -3.107624 1.385968 0.046186 -0.086 -0.258 0.030 -0.06
N -0.779881 2.669399 -1.229322 -0.443 0.377 -0.332 1.48
N 1.845015 0.901172 1.611921 -0.060 0.230 -0.190 -0.59
N -1.108221 -0.817933 -1.726007 0.100 0.057 0.177 1.56
C -1.288277 -1.844502 -4.440873 0.034 0.068 0.035 -0.73
C 5.169032 2.185164 4.746378 0.042 0.046 0.044 -0.75
C -2.399068 -4.803311 1.870731 0.055 0.039 -0.098 -0.30
C -2.369904 -0.885606 -3.900490 0.121 -0.039 0.115 -0.90
C 2.679854 -3.311114 0.710226 0.074 -0.026 0.001 -0.61
C -2.473686 2.783539 0.418417 -0.461 0.006 -0.136 0.43
C 3.713482 4.944001 0.026265 0.005 0.033 -0.006 -0.77
C 0.371457 -4.499197 -0.243366 -0.040 -0.021 -0.040 0.28
C 2.696986 1.783555 1.883966 0.007 -0.159 0.121 0.21
C 0.080879 -1.477133 -3.871970 -0.141 0.047 0.031 -0.93
C 2.659391 3.153496 1.252845 -0.101 0.035 -0.049 0.40
C 1.449192 -2.698885 0.908116 -0.049 0.005 -0.039 -0.52
C 5.270593 -0.073767 3.942543 0.037 -0.022 0.031 -0.52
C 0.271941 -3.277679 0.425766 -0.170 0.089 0.177 0.20
C -2.689029 -3.557378 1.312786 0.120 0.054 -0.044 0.61
C -0.184189 2.876008 -2.399483 0.232 -0.166 0.129 -0.12
C 5.688378 0.903032 4.839208 0.002 0.004 -0.003 -0.31
C 2.758655 -4.518459 0.031500 0.008 0.041 0.037 -0.60
C 1.335811 4.959981 0.345343 -0.070 0.034 -0.026 -0.81
C -1.110960 -0.883134 1.730226 -0.072 -0.368 -0.472 -1.14
C -4.003935 -3.091500 1.420919 0.058 -0.029 -0.116 -0.48
C -3.375100 -5.551297 2.515645 -0.039 -0.075 0.030 -0.64
C 1.598211 -5.114753 -0.444413 0.003 -0.052 -0.040 -0.78
C 0.060257 -1.518822 -2.343318 0.188 0.072 -0.064 -0.68
C -1.818510 -0.037005 -2.750166 -0.156 -0.080 -0.122 -0.78
C -0.767248 3.672516 -3.369848 0.061 0.045 -0.034 -0.85
C -2.639804 3.981524 -1.889307 0.052 0.070 0.000 -0.93
C 1.425358 3.773669 1.055478 0.190 0.006 0.211 -0.48
C 1.131122 2.086033 -2.579518 -0.267 0.243 -0.189 0.58
C 3.804168 3.763424 0.749497 0.045 -0.023 -0.008 -0.21
C 2.479413 5.542838 -0.183208 -0.013 -0.004 -0.026 -0.41
C 4.328671 0.228788 2.974387 -0.023 0.034 -0.016 -0.37
C -4.670586 -5.065922 2.617541 0.017 0.015 -0.006 -0.44
C -4.241150 0.996748 -0.025965 -0.138 0.235 0.075 0.83
C -2.013653 4.225332 -3.106403 0.023 -0.039 0.054 -0.74
C -2.018601 -1.775301 -1.050587 0.176 -0.084 0.154 -0.95
C -4.984115 -3.832084 2.061806 -0.081 -0.008 0.017 -0.64
C -1.964817 3.203558 -0.965736 0.013 0.201 0.080 -0.09
C 3.801001 1.514096 2.873540 0.072 0.028 0.041 -0.09
C 4.239577 2.492370 3.761765 0.026 -0.021 -0.090 -0.16
H 2.409087 6.456773 -0.760066 0.001 0.006 0.020 0.39
H 4.770328 3.296116 0.902172 -0.018 -0.013 -0.002 0.45
H -3.458004 3.656831 1.774349 0.049 -0.037 0.047 0.38
H -1.123302 0.698502 -3.151980 -0.016 0.021 0.006 0.10
H -1.523547 -2.872852 -4.150380 0.000 -0.006 -0.011 0.21
H 0.840711 -2.180383 -4.218498 0.033 0.025 0.005 0.50
H -2.633536 0.508751 -2.274485 0.069 0.035 0.055 0.16
H -0.244034 3.821480 -4.304017 0.001 0.000 0.009 0.61
H -3.236875 -1.449030 -3.550991 -0.041 0.020 -0.054 0.27
H 6.414305 0.664968 5.607203 0.003 -0.004 -0.011 0.37
H 1.409704 -1.749893 1.434991 0.032 -0.017 0.020 0.31
H -1.387551 -5.190416 1.801373 -0.025 -0.011 0.063 0.31
H -2.721720 -0.207622 -4.681243 -0.017 0.000 -0.015 0.55
H 3.841872 3.497724 3.683616 -0.008 -0.011 0.021 0.41
H 0.040488 -2.562896 -2.038629 -0.044 -0.032 0.078 0.15
H 4.607226 5.397076 -0.385528 0.008 -0.029 -0.001 0.38
H 0.989352 -1.081464 -1.971298 -0.013 -0.051 0.022 0.15
H 3.719766 -4.993379 -0.124633 -0.005 -0.003 -0.009 0.38
H -2.260968 -2.628104 -1.703432 -0.012 0.003 0.002 0.20
H 1.654376 -6.056521 -0.978166 -0.017 -0.003 0.015 0.40
H -1.261240 -1.819523 -5.532034 -0.022 -0.048 -0.001 0.46
H -0.527842 -4.973994 -0.626721 0.017 -0.001 -0.004 0.46
H -2.505474 4.840536 -3.850046 0.007 -0.005 -0.014 0.42
H -3.617794 4.377741 -1.656089 0.021 0.022 0.023 0.60
H 0.534369 3.349238 1.510429 0.038 0.119 -0.084 0.98
H 0.368653 5.429148 0.203970 -0.002 -0.021 0.000 0.40
H -5.992656 -3.442832 2.139237 0.005 -0.004 -0.012 0.41
H -0.515947 -1.118160 2.618807 0.085 -0.002 -0.057 0.48
H 3.580873 -2.842108 1.088033 -0.004 0.009 -0.019 0.40
H -3.124325 -6.514077 2.946426 0.010 0.010 -0.004 0.38
H -5.431022 -5.640935 3.132073 0.000 -0.008 -0.013 0.34
H 5.679194 -1.075209 4.009717 -0.016 0.001 -0.018 0.37
H -2.080246 -0.505389 2.078598 -0.012 0.084 -0.110 0.40
H 3.969069 -0.523437 2.283697 -0.028 -0.005 0.010 0.41
H -2.962154 -1.253764 -0.858578 -0.009 -0.023 0.015 0.52
H 5.489214 2.949372 5.445033 -0.011 -0.001 -0.011 0.37
H -4.262548 -2.125053 0.997276 -0.044 0.002 0.074 0.28
H 0.384102 -0.487445 -4.222515 0.043 -0.009 -0.007 0.31
```
Forces are in eV/Å.

***

Molecular formula: C40H39AlAsNO9P3STe2
Method: DFT, ωB97M-V/def2-TZVPD

ΔE to the lowest compared entry with this formula, charge and spin (kJ/mol): 38.7
Net charge: -1
Spin multiplicity: 1
E_LUMO (hartree): 0.0797
Calculated total energy (eV): -182763.642
HOMO energy (Eh): -0.1691

The geometry in XYZ format:
```
97
Properties=species:S:1:pos:R:3:forces:R:3:mulliken_charge:R:1
Te 3.793101 -1.119843 3.671390 0.009 0.000 0.010 -0.41
Te -3.499708 0.529222 -1.049671 -0.091 0.191 0.168 0.24
As 2.994269 -1.458070 -2.681547 -0.038 -0.016 -0.115 1.22
S -0.219247 -2.718863 -2.358548 -0.122 0.154 0.053 1.03
P -1.424992 -1.072575 0.994224 -0.055 0.149 0.027 1.02
P 3.184587 -1.325036 1.423011 0.160 -0.105 -0.024 -0.91
P -0.338887 1.124740 -0.204503 -0.225 -0.054 0.173 1.02
Al 0.737198 -1.161169 -0.451081 -0.096 0.483 0.322 1.28
O 4.023492 -2.601132 -2.176000 0.080 -0.048 -0.021 -0.82
O 1.694420 -1.195181 1.097437 0.023 -0.174 -0.327 0.31
O -0.742045 -1.403036 -1.888188 0.103 -0.198 -0.261 -0.28
O -1.193090 -3.742907 -2.570956 -0.038 -0.018 0.017 -0.71
O 3.540662 -2.727779 0.773237 -0.103 -0.096 0.152 0.09
O 2.004414 -0.625868 -1.605826 -0.174 0.105 0.157 0.58
O 3.904105 -0.227151 0.498015 -0.025 0.029 0.046 0.30
O 0.835276 -3.017152 -1.355294 0.110 0.046 0.130 -0.68
O 3.859934 -0.148595 -3.489025 0.010 0.063 -0.013 -0.67
N -5.556276 4.361431 1.293255 -0.024 0.065 0.023 -0.68
C -1.596236 0.401421 3.382009 -0.006 -0.020 -0.017 0.11
C -5.207429 -3.702803 1.191366 -0.002 -0.008 -0.006 -0.44
C 1.348565 -1.732361 -6.505354 -0.016 -0.016 0.011 -0.60
C 2.206580 -1.573678 -5.428073 0.101 -0.044 -0.045 -0.69
C -1.930782 0.485309 0.284353 0.206 -0.389 -0.494 -0.84
C -0.016774 -1.366142 4.823980 0.002 -0.013 -0.006 -0.66
C 5.195323 0.348122 0.715613 0.032 -0.089 -0.023 -0.46
C -5.028409 4.489025 0.079916 0.016 0.024 -0.058 -0.35
C 1.367335 2.044673 1.810156 0.046 0.050 -0.017 -0.04
C -5.025220 -2.675708 2.108243 -0.012 0.001 0.020 -0.76
C -0.541409 -0.240535 5.443033 0.014 -0.008 0.021 -0.81
C -0.795333 3.087608 1.737200 0.033 -0.014 0.011 -0.35
C -0.280816 -1.606661 3.484146 0.005 -0.003 0.042 -0.89
C 0.757516 3.659026 3.480641 0.005 0.009 0.002 -0.86
C -3.079129 -3.183864 0.200838 -0.008 -0.001 0.000 -0.25
C 5.089779 1.849150 0.570158 0.011 0.001 0.021 -1.07
C -4.230691 -3.957529 0.241533 -0.044 -0.021 0.002 -0.84
C -0.576322 4.421773 -2.672449 0.007 0.015 0.018 -0.79
C -0.577264 2.454028 -4.042938 -0.005 -0.017 -0.033 -0.74
C 4.871557 -3.251402 0.718288 0.149 0.112 -0.062 -0.11
C 0.064437 -2.211964 -6.303828 -0.002 -0.010 0.035 -0.71
C -0.482923 3.630510 -1.534661 -0.017 -0.024 -0.002 -0.59
C -3.873988 -1.906368 2.069962 -0.016 0.019 -0.010 -0.53
C 0.135231 2.201501 1.191271 0.048 0.057 -0.068 -0.09
C -0.455897 2.242827 -1.639588 0.116 -0.001 -0.039 0.59
C -0.354836 -2.542158 -5.024912 0.031 -0.095 -0.072 -0.91
C 4.772972 -4.747018 0.541056 -0.022 0.020 0.000 -1.48
C -4.476193 2.162367 -0.086214 -0.033 0.054 0.017 0.06
C -0.628289 3.836308 -3.927445 -0.007 0.015 -0.018 -0.60
C -5.032684 2.022568 1.181795 0.050 0.000 -0.031 -0.08
C -4.482297 3.436056 -0.643007 -0.031 -0.052 -0.006 -0.22
C -0.479477 3.824765 2.864005 0.003 0.036 0.022 -0.73
C -1.078786 -0.729224 2.757353 -0.043 -0.088 0.031 0.66
C 1.675946 2.763145 2.959714 0.015 0.001 0.010 -0.35
C -0.489252 1.664106 -2.909445 -0.014 0.030 0.010 -0.19
C 0.511509 -2.385938 -3.949724 -0.089 -0.040 0.033 0.81
C 1.798666 -1.893791 -4.138299 0.038 0.117 0.047 -0.63
C -5.550058 3.137830 1.821028 -0.006 -0.062 0.046 -0.45
C -2.894692 -2.147242 1.107921 0.019 -0.027 0.051 0.40
C -1.328875 0.645058 4.720539 -0.010 0.029 0.001 -0.84
H 6.071278 2.306782 0.707833 0.006 0.000 -0.014 0.44
H -1.208534 4.509171 3.281102 -0.001 0.006 0.004 0.42
H 2.625518 2.593516 3.452354 -0.005 0.005 0.017 0.43
H -4.360548 -4.758885 -0.475065 0.000 -0.001 0.001 0.46
H -1.348384 -2.930090 -4.850797 -0.008 0.003 0.009 0.51
H 0.628355 -2.040831 5.371394 0.002 0.005 0.003 0.50
H -0.614515 -2.329670 -7.138038 -0.004 -0.005 0.000 0.41
H 4.411055 2.255406 1.320671 0.007 -0.007 0.005 0.09
H 2.081785 1.336625 1.412879 -0.002 0.001 -0.023 0.06
H 5.869839 -0.080984 -0.032338 -0.011 0.019 0.030 0.24
H -2.188616 1.093258 2.793045 -0.011 -0.037 0.028 0.56
H 4.273405 -5.200314 1.397383 -0.016 -0.011 -0.001 0.33
H 4.477975 0.245267 -2.860978 -0.006 -0.035 -0.020 0.31
H -4.047660 3.615823 -1.618860 0.015 0.001 0.001 0.36
H 1.682328 -1.470336 -7.500805 0.009 0.001 -0.008 0.40
H -2.334025 -3.392558 -0.551526 0.047 -0.001 -0.033 0.19
H -0.448363 0.588923 -3.006756 -0.005 -0.044 0.010 0.33
H 5.370066 -2.796197 -0.140443 -0.025 -0.014 0.035 0.14
H -0.316805 -0.041745 6.483966 -0.002 -0.002 0.004 0.36
H -0.425061 4.103469 -0.564826 -0.008 0.004 0.042 0.35
H -1.723281 1.536208 5.194213 0.002 0.003 0.005 0.44
H 5.397769 -2.985777 1.641865 -0.024 -0.040 -0.011 0.50
H -3.734418 -1.111364 2.792038 0.016 0.001 0.006 0.42
H -0.604028 1.985985 -5.019428 0.001 0.006 -0.002 0.46
H 4.208242 -4.968307 -0.363999 0.002 0.002 -0.005 0.27
H 5.557718 0.073523 1.709097 -0.015 0.020 -0.001 0.41
H -0.700367 4.454903 -4.813552 0.005 0.002 -0.005 0.38
H -1.786388 3.156346 1.300021 -0.004 0.012 -0.030 0.49
H -5.780605 -2.475324 2.858292 -0.006 -0.001 -0.003 0.40
H -6.107441 -4.304444 1.222102 -0.004 -0.005 0.000 0.37
H 4.711034 2.121942 -0.415911 -0.020 -0.002 0.001 0.26
H -5.047421 1.056873 1.672347 -0.001 -0.011 0.006 0.34
H 5.771079 -5.179024 0.449088 0.007 0.008 -0.003 0.38
H -5.030054 5.491270 -0.338841 -0.003 -0.007 0.003 0.37
H 0.162571 -2.465963 2.995077 0.002 -0.007 -0.010 0.37
H 0.992085 4.216046 4.379449 0.002 -0.002 0.010 0.38
H -0.601847 5.500016 -2.572553 -0.002 0.002 -0.003 0.43
H -5.983755 3.044973 2.812364 0.005 -0.003 -0.007 0.38
H 3.201441 -1.178339 -5.581976 -0.013 0.007 0.005 0.48
```
Forces are in eV/Å.

***

- Among the records above, which one has the lowest calculated total energy?
  C40H39AlAsNO9P3STe2